Formula: C9H12
Source: the Open Molecules 2025 dataset
Level of theory: wB97M-V/def2-TZVPD

Summary:
Energy above the lowest of the compared OMol25 structures with the same formula, charge and spin (kcal/mol): 122.7
Lowest unoccupied orbital energy (spin up / spin down) (Ha): 0.024 / -0.056
F_max (Eh/bohr): 0.08610
Total energy (a.u.): -349.72093
Spin multiplicity: 3

Each atom is followed by the atoms it is bonded to, with distances in Å.
CARTESIAN COORDINATES (ANGSTROEM)
1 C -1.644 -0.126 -0.910  C2 1.443, C3 1.356, C4 1.815, H20 1.047
2 C -0.985 0.660 0.106  C1 1.443, C3 1.898, C4 1.430
3 C -2.551 -0.411 0.057  C1 1.356, C2 1.898, C4 1.404, C5 1.456
4 C -1.396 -0.489 0.851  C1 1.815, C2 1.430, C3 1.404
5 C -3.995 -0.305 0.213  C3 1.456, H10 1.112, H11 1.168, H12 1.025
6 C 2.028 -0.860 0.925  C9 1.476, H13 1.107, H14 1.031, H15 1.123
7 C 2.298 1.479 0.254  C9 1.458, H16 1.130, H17 1.175, H18 1.051
8 C 1.763 -0.179 -1.450  C9 1.329, H19 1.049, H21 1.041
9 C 1.975 0.124 -0.174  C6 1.476, C7 1.458, C8 1.329
10 H -4.271 0.414 -0.590  C5 1.112
11 H -4.252 -0.017 1.315  C5 1.168
12 H -4.582 -1.136 0.083  C5 1.025
13 H 1.213 -0.776 1.669  C6 1.107
14 H 2.009 -1.852 0.641  C6 1.031
15 H 2.978 -0.904 1.522  C6 1.123
16 H 2.046 1.738 1.325  C7 1.130
17 H 1.639 2.211 -0.389  C7 1.175
18 H 3.301 1.785 0.175  C7 1.051
19 H 2.092 0.505 -2.174  C8 1.049
20 H -1.286 -0.688 -1.717  C1 1.047
21 H 1.620 -1.171 -1.733  C8 1.041

How positive or negative is each atom? The Mulliken charges in e answer that: C -0.51; C -0.16; C 1.02; C -0.53; C -1.12; C -1.41; C -1.34; C -1.23; C 1.20; H 0.31; H 0.28; H 0.35; H 0.26; H 0.46; H 0.34; H 0.30; H 0.30; H 0.42; H 0.34; H 0.31; H 0.41